1 | The following is a DFT calculation (ωB97M-V with the def2-TZVPD basis set) of 2 unconnected molecules or ions with the total composition C2H7NO2.

Structure (ORCA input):
```
! wB97M-V def2-TZVPD RIJCOSX def2/J DEFGRID3
* xyz 0 1
O -0.649 -3.463 5.849
O -1.239 2.785 -0.684
N 0.418 1.789 -1.874
C 0.898 0.572 -2.495
C -0.679 1.784 -1.059
H 1.461 -0.048 -1.805
H 0.857 2.694 -1.914
H 1.463 0.809 -3.384
H 0.042 -0.009 -2.845
H -0.987 0.788 -0.725
H -0.105 -3.752 5.112
H -1.480 -3.949 5.823
*
```

## Properties
HOMO-LUMO gap: 10.72 eV
SMILES: CNC=O.O
highest occupied orbital energy: -9.779 eV
E_LUMO: 0.95 eV

---

2 | The following is a DFT calculation (ωB97M-V with the def2-TZVPD basis set) of 2 unconnected molecules or ions with the total composition C2H7NO2.

Structure (ORCA input):
```
! wB97M-V def2-TZVPD RIJCOSX def2/J DEFGRID3
* xyz 0 1
O -0.922 0.266 -0.785
O 1.888 0.562 -0.130
N -1.190 -0.327 1.542
C 2.222 -0.136 -1.043
C -1.766 -0.254 0.244
H 3.282 -0.414 -1.182
H 1.519 -0.567 -1.773
H -0.854 0.490 2.018
H -0.174 0.743 -0.395
H -2.021 -1.271 -0.061
H -2.691 0.332 0.271
H -0.673 -1.168 1.714
*
```

## Properties
HOMO-LUMO gap: 10.07 eV
SMILES: C=O.NCO
highest occupied orbital energy: -9.370 eV
E_LUMO: 0.70 eV

---

Which of them is the least stable? Correct choice: 2.